The following is a DFT calculation (wB97M-V/def2-TZVPD) of C14H36N3NaO6S3 as an isolated structure at a distorted geometry.

ORCA input file:
```
! wB97M-V def2-TZVPD RIJCOSX def2/J DEFGRID3
* xyz 0 1
Na 18.277 -0.803 6.105
N 18.950 1.592 1.793
O 19.970 2.018 2.279
O 19.010 1.180 0.635
O 17.934 1.420 2.452
C 22.179 1.394 11.016
C 21.230 0.911 9.971
N 20.072 1.743 9.668
C 20.462 3.122 9.325
C 19.308 3.836 8.581
C 19.153 1.894 10.838
C 18.578 0.619 11.349
H 22.718 2.297 10.732
H 22.910 0.621 11.257
H 21.768 1.538 12.015
H 21.787 0.678 9.064
H 20.899 -0.086 10.264
H 20.831 3.627 10.218
H 21.343 3.131 8.683
H 18.828 4.632 9.151
H 19.640 4.307 7.656
H 18.509 3.194 8.210
H 18.361 2.590 10.562
H 19.699 2.384 11.644
H 19.133 0.279 12.224
H 18.555 -0.182 10.611
H 17.537 0.793 11.621
C 19.481 -6.300 9.161
C 20.804 -6.280 9.909
N 21.787 -6.214 10.527
H 18.636 -6.625 9.768
H 19.573 -7.040 8.366
H 19.264 -5.249 8.974
C 15.251 -3.924 1.913
S 14.603 -4.410 3.619
O 15.665 -4.027 4.661
C 13.258 -3.205 3.667
H 14.547 -4.215 1.133
H 16.087 -4.503 1.522
H 15.411 -2.861 1.731
H 12.957 -3.106 4.710
H 12.399 -3.469 3.051
H 13.580 -2.186 3.450
C 25.375 -3.342 5.455
S 23.873 -4.031 4.621
O 22.690 -3.180 5.080
C 24.133 -3.415 2.951
H 25.383 -3.554 6.524
H 25.344 -2.262 5.311
H 26.347 -3.592 5.030
H 23.998 -2.335 3.008
H 23.356 -3.752 2.264
H 25.061 -3.772 2.504
C 12.566 3.618 8.289
S 12.419 1.891 8.873
O 13.781 1.248 8.602
C 12.228 2.311 10.679
H 13.492 4.045 8.674
H 11.719 4.258 8.533
H 12.562 3.460 7.210
H 12.167 1.375 11.234
H 11.297 2.829 10.913
H 13.076 2.903 11.022
*
```

Computed properties:
Lowest unoccupied orbital energy in eV: -1.93
Highest occupied orbital energy in eV: -6.3161

Atomic charges from the natural (NBO) analysis, expressed in e, are listed below:
1. Na 0.988
2. N 0.720
3. O -0.550
4. O -0.559
5. O -0.605
6. C -0.647
7. C -0.232
8. N -0.440
9. C -0.236
10. C -0.635
11. C -0.232
12. C -0.627
13. H 0.209
14. H 0.223
15. H 0.206
16. H 0.198
17. H 0.192
18. H 0.174
19. H 0.201
20. H 0.208
21. H 0.225
22. H 0.214
23. H 0.203
24. H 0.169
25. H 0.210
26. H 0.202
27. H 0.220
28. C -0.709
29. C 0.282
30. N -0.335
31. H 0.252
32. H 0.260
33. H 0.250
34. C -0.822
35. S 1.202
36. O -0.985
37. C -0.837
38. H 0.230
39. H 0.246
40. H 0.243
41. H 0.245
42. H 0.243
43. H 0.238
44. C -0.825
45. S 1.209
46. O -0.990
47. C -0.830
48. H 0.243
49. H 0.232
50. H 0.234
51. H 0.249
52. H 0.250
53. H 0.229
54. C -0.811
55. S 1.193
56. O -0.969
57. C -0.815
58. H 0.236
59. H 0.232
60. H 0.239
61. H 0.235
62. H 0.233
63. H 0.227

The following is a DFT calculation (wB97M-V/def2-TZVPD) of C14H36N5OPSSi2 as an isolated structure.

ORCA input file:
```
! wB97M-V def2-TZVPD RIJCOSX def2/J DEFGRID3
* xyz 0 1
C 4.873 -0.022 3.586
C 4.106 0.052 2.276
S 3.740 1.722 1.705
C 2.620 2.320 2.964
C 1.132 1.979 2.766
O 0.684 2.948 1.787
C -0.534 2.771 1.381
N -1.599 2.605 0.979
C 0.364 2.343 4.064
N 0.095 1.171 4.955
C -0.578 0.084 4.166
C 0.406 -0.407 3.134
P -0.396 -1.831 2.272
N -0.266 -3.113 3.142
N 0.917 0.647 2.284
H 5.782 0.575 3.535
H 4.279 0.323 4.434
H 5.160 -1.054 3.789
H 3.200 -0.549 2.308
H 4.714 -0.358 1.470
H 2.937 2.013 3.963
H 2.707 3.408 2.921
H 0.955 3.066 4.622
H -0.604 2.793 3.853
H -0.526 1.470 5.707
H 0.957 0.816 5.373
H -1.449 0.541 3.696
H -0.876 -0.720 4.838
H 1.235 -0.900 3.662
H 0.147 -1.851 0.979
H -1.713 -1.361 2.129
H 0.179 -3.886 2.664
H 0.664 0.602 1.302
C -3.360 -0.589 -1.053
Si -2.208 -0.170 -2.509
C -0.507 0.103 -1.670
C -2.755 1.534 -3.139
N -2.220 -1.398 -3.609
Si -1.354 -1.557 -5.020
C 0.540 -1.586 -4.799
C -1.678 -0.212 -6.325
C -1.779 -3.195 -5.868
H -3.364 0.195 -0.285
H -4.383 -0.717 -1.410
H -3.045 -1.530 -0.590
H -0.619 0.748 -0.783
H 0.221 0.580 -2.330
H -0.104 -0.867 -1.357
H -3.686 1.433 -3.700
H -2.004 1.973 -3.802
H -2.926 2.244 -2.322
H 0.928 -0.599 -4.529
H 1.051 -1.900 -5.715
H 0.810 -2.287 -4.004
H -2.754 -0.072 -6.455
H -1.250 -0.478 -7.297
H -1.246 0.749 -6.029
H -2.847 -3.231 -6.096
H -1.547 -4.033 -5.206
H -1.226 -3.336 -6.803
*
```

Computed properties:
Lowest unoccupied orbital energy in eV: -2.02
Highest occupied orbital energy in eV: -5.5093

Atomic charges from the natural (NBO) analysis, expressed in e, are listed below:
1. C -0.616
2. C -0.535
3. S 0.275
4. C -0.593
5. C 0.409
6. O -0.479
7. C 0.495
8. N -0.333
9. C -0.269
10. N -0.490
11. C -0.250
12. C -0.391
13. P 1.342
14. N -1.315
15. N -0.683
16. H 0.225
17. H 0.180
18. H 0.225
19. H 0.210
20. H 0.244
21. H 0.207
22. H 0.258
23. H 0.240
24. H 0.252
25. H 0.443
26. H 0.434
27. H 0.244
28. H 0.261
29. H 0.217
30. H -0.007
31. H -0.048
32. H 0.399
33. H 0.444
34. C -1.121
35. Si 1.842
36. C -1.135
37. C -1.135
38. N -1.738
39. Si 1.832
40. C -1.127
41. C -1.130
42. C -1.116
43. H 0.198
44. H 0.232
45. H 0.205
46. H 0.176
47. H 0.227
48. H 0.205
49. H 0.230
50. H 0.220
51. H 0.210
52. H 0.210
53. H 0.212
54. H 0.214
55. H 0.224
56. H 0.212
57. H 0.213
58. H 0.223
59. H 0.219
60. H 0.207

The following is a DFT calculation (wB97M-V/def2-TZVPD) of a 2-piece molecular cluster, C14H37BN2O2P overall.

ORCA input file:
```
! wB97M-V def2-TZVPD RIJCOSX def2/J DEFGRID3
* xyz 1 1
C 1.401 3.562 1.878
C 0.767 2.442 2.712
C 1.297 1.045 2.387
C 1.213 0.641 0.907
C -0.139 0.875 0.219
C -1.112 -0.306 0.338
C -1.905 -0.346 1.664
P -3.728 -0.506 1.327
B -4.190 1.391 1.000
O -4.950 1.662 -0.111
N -3.722 2.476 1.777
C -4.012 3.843 1.338
C -3.574 2.355 3.233
H 2.271 3.214 1.316
H 1.746 4.387 2.500
H 0.712 3.990 1.148
H -0.318 2.452 2.593
H 0.943 2.629 3.773
H 2.344 0.988 2.699
H 0.758 0.311 2.994
H 2.007 1.145 0.348
H 1.427 -0.436 0.850
H 0.019 1.100 -0.841
H -0.633 1.759 0.626
H -1.805 -0.277 -0.510
H -0.559 -1.248 0.235
H -1.697 0.559 2.227
H -1.597 -1.189 2.284
H -4.189 -0.608 2.660
H -5.118 0.906 -0.668
H -4.785 4.298 1.963
H -4.375 3.828 0.315
H -3.117 4.468 1.389
H -2.565 2.088 3.549
H -3.799 3.322 3.681
H -4.266 1.625 3.652
C 3.541 -2.046 -1.974
N 2.148 -2.309 -2.464
C 1.443 -0.994 -2.581
C 1.423 -3.148 -1.466
C 2.128 -2.955 -3.830
C 2.656 -4.369 -3.925
O 4.018 -4.377 -3.563
H 3.469 -1.376 -1.120
H 4.008 -2.984 -1.698
H 4.112 -1.582 -2.773
H 1.424 -0.531 -1.597
H 0.424 -1.165 -2.920
H 1.975 -0.363 -3.287
H 1.961 -4.080 -1.323
H 0.414 -3.340 -1.824
H 1.381 -2.601 -0.526
H 2.692 -2.292 -4.486
H 1.085 -2.957 -4.146
H 2.507 -4.653 -4.972
H 2.062 -5.057 -3.316
H 4.380 -5.265 -3.661
*
```

Computed properties:
Lowest unoccupied orbital energy in eV: -2.48
Highest occupied orbital energy in eV: -10.6262

Atomic charges from the natural (NBO) analysis, expressed in e, are listed below:
1. C -0.624
2. C -0.409
3. C -0.392
4. C -0.404
5. C -0.416
6. C -0.391
7. C -0.680
8. P 0.186
9. B 0.761
10. O -0.885
11. N -0.700
12. C -0.406
13. C -0.401
14. H 0.198
15. H 0.223
16. H 0.210
17. H 0.196
18. H 0.217
19. H 0.206
20. H 0.205
21. H 0.200
22. H 0.176
23. H 0.192
24. H 0.225
25. H 0.203
26. H 0.175
27. H 0.219
28. H 0.226
29. H -0.004
30. H 0.498
31. H 0.189
32. H 0.226
33. H 0.188
34. H 0.187
35. H 0.207
36. H 0.203
37. C -0.410
38. N -0.201
39. C -0.416
40. C -0.416
41. C -0.228
42. C -0.088
43. O -0.730
44. H 0.228
45. H 0.254
46. H 0.234
47. H 0.247
48. H 0.231
49. H 0.235
50. H 0.234
51. H 0.233
52. H 0.238
53. H 0.234
54. H 0.232
55. H 0.206
56. H 0.180
57. H 0.497

The following is a DFT calculation (wB97M-V/def2-TZVPD) of C14H37BrN3O6V as an isolated structure at a distorted geometry.

ORCA input file:
```
! wB97M-V def2-TZVPD RIJCOSX def2/J DEFGRID3
* xyz 0 1
O -0.865 -1.009 -1.164
V 0.269 -0.296 -0.281
O 1.522 -1.230 -0.087
Br 1.549 1.713 -1.627
C -1.558 -2.815 1.501
O -0.602 -1.724 1.489
C -0.410 -1.280 2.857
C 0.718 -0.365 3.021
N 0.834 0.597 1.984
C 2.190 1.174 1.975
C 2.653 1.947 3.211
O 1.609 2.843 3.589
C 1.796 3.597 4.795
H -1.826 -2.969 0.456
H -2.485 -2.547 2.009
H -1.061 -3.735 1.806
H -0.324 -2.075 3.598
H -1.340 -0.749 3.058
H 1.589 -1.011 3.131
H 0.540 0.124 3.979
H 0.224 1.346 2.278
H 2.240 1.863 1.132
H 2.975 0.426 1.859
H 3.623 2.441 3.157
H 2.784 1.218 4.011
H 0.835 3.880 5.226
H 2.349 4.509 4.569
H 2.333 3.042 5.563
C -0.473 -2.765 -4.390
C 0.899 -3.129 -3.786
C 1.967 -1.997 -3.926
O 3.298 -2.425 -3.373
C 4.196 -1.383 -3.145
N 0.718 -3.423 -2.413
H -1.170 -3.591 -4.249
H -0.356 -2.668 -5.469
H -0.828 -1.833 -3.951
H 1.340 -3.947 -4.356
H 1.706 -1.096 -3.371
H 2.180 -1.710 -4.956
H 4.419 -0.931 -4.111
H 5.144 -1.756 -2.759
H 3.844 -0.615 -2.455
H 1.628 -3.720 -2.091
H 0.048 -4.152 -2.215
C -3.511 0.315 1.061
C -2.871 1.287 -0.006
C -3.282 2.769 -0.063
O -2.560 3.439 -1.098
C -3.082 3.073 -2.398
N -1.445 1.285 0.212
H -3.508 -0.734 0.766
H -4.517 0.734 1.054
H -3.238 0.349 2.116
H -3.004 0.831 -0.987
H -3.002 3.244 0.878
H -4.355 2.962 -0.074
H -2.814 2.049 -2.660
H -2.625 3.619 -3.224
H -4.151 3.253 -2.513
H -1.244 2.126 -0.310
H -1.513 1.623 1.161
*
```

Computed properties:
Lowest unoccupied orbital energy in eV: 0.28
Highest occupied orbital energy in eV: -8.2424
ΔE to the lowest compared entry with this formula, charge and spin in kcal per mole: 54.6

Atomic charges from the Löwdin analysis, expressed in e, are listed below:
1. O -0.379
2. V 0.594
3. O -0.361
4. Br -0.038
5. C -0.060
6. O -0.260
7. C -0.201
8. C -0.233
9. N -0.072
10. C -0.192
11. C -0.208
12. O -0.203
13. C -0.088
14. H 0.086
15. H 0.087
16. H 0.100
17. H 0.136
18. H 0.112
19. H 0.144
20. H 0.138
21. H 0.108
22. H 0.057
23. H 0.130
24. H 0.130
25. H 0.108
26. H 0.084
27. H 0.085
28. H 0.083
29. C -0.054
30. C -0.455
31. C -0.114
32. O -0.216
33. C -0.145
34. N 0.043
35. H 0.071
36. H 0.070
37. H 0.070
38. H 0.125
39. H 0.089
40. H 0.119
41. H 0.080
42. H 0.083
43. H 0.064
44. H 0.076
45. H 0.077
46. C -0.016
47. C -0.391
48. C -0.187
49. O -0.179
50. C -0.072
51. N -0.006
52. H 0.070
53. H 0.071
54. H 0.069
55. H 0.124
56. H 0.130
57. H 0.125
58. H 0.084
59. H 0.090
60. H 0.090
61. H 0.051
62. H 0.077